1.
12
Properties=species:S:1:pos:R:3:forces:R:3 method="wB97M-V/def2-TZVPD" de_lowest_kj_mol=493.23 total_charge=+1 lumo_ev=-7.83 energy_ha=-248.4278 homo_ha=-0.5772
C 1.27051 -0.28942 -1.34594 -0.100 0.019 0.177
C -0.23106 0.18892 0.58023 4.075 -1.151 -0.901
C -0.85654 0.17820 1.75214 0.208 -0.597 2.015
C -0.77969 0.41326 -0.73496 -1.457 -0.554 -0.741
C 1.44332 -0.39939 0.03863 -4.624 1.244 1.865
N 0.11041 0.16777 -1.77533 0.148 -0.119 0.464
H 1.87416 -0.54991 -2.17544 1.418 -0.383 -0.077
H -0.41042 -0.32691 2.61614 0.407 0.418 -0.309
H -1.84515 0.57314 2.09760 0.670 -0.208 -1.385
H -1.44888 -0.52529 -0.83355 0.066 1.248 -0.410
H -1.36022 1.31244 -0.96503 -0.244 -0.211 0.268
H 2.23356 -0.74282 0.74552 -0.566 0.292 -0.965

2.
10
Properties=species:S:1:pos:R:3:forces:R:3 method="wB97M-V/def2-TZVPD" smiles=CSSC de_lowest_kj_mol=115.50 total_charge=0 lumo_ev=0.78 energy_ha=-876.1265 homo_ha=-0.2922
C -0.66048 1.88946 -0.35172 1.477 -0.443 -1.944
S 0.64865 1.39322 0.84591 0.107 0.604 -0.978
S 0.68561 -0.52879 1.42789 -1.143 -1.925 1.001
C 0.48392 -1.93317 0.20372 0.242 -0.468 1.472
H -1.19945 1.07725 -0.87832 0.720 0.010 0.436
H -1.45819 2.54060 -0.02418 0.313 0.506 0.497
H 0.09897 2.33894 -1.11752 -2.130 -0.285 1.079
H 1.40823 -2.49058 0.20163 0.427 0.017 -0.022
H -0.30602 -2.68240 0.45301 0.303 1.120 0.367
H 0.29876 -1.60452 -0.76042 -0.317 0.863 -1.908

3.
167
Properties=species:S:1:pos:R:3:forces:R:3 method="wB97M-V/def2-TZVPD" total_charge=0 lumo_ev=0.15 energy_ha=-6626.4697 homo_ha=-0.3320
Cl -5.29562 -0.18808 -3.28640 -0.854 -0.491 0.018
C -3.95823 0.89871 -2.98967 0.171 1.125 0.192
C -4.08987 1.65205 -1.63347 0.598 -1.967 0.619
Cl -5.59073 2.50786 -1.33935 -0.508 0.888 -0.546
H -3.94808 1.59447 -3.82867 0.081 -0.006 0.257
H -3.08873 0.24909 -3.08997 0.304 0.444 0.610
H -3.22623 2.22980 -1.30418 -0.042 0.375 -0.738
H -4.17424 0.93049 -0.82086 0.400 -0.549 -0.302
Cl -5.73942 1.76165 4.54100 0.320 -0.408 -0.245
C -4.42815 0.69097 3.87682 -0.088 0.740 -0.498
C -3.35542 0.63951 4.94334 0.434 -1.696 -0.021
Cl -1.79309 -0.21556 4.35290 -1.103 1.014 0.186
H -4.08781 1.13923 2.94337 0.075 0.222 0.237
H -4.88695 -0.25714 3.59629 0.189 -0.051 0.491
H -3.66179 -0.09910 5.68408 -0.112 0.517 0.308
H -3.11822 1.60453 5.39118 0.155 -0.178 -0.334
Cl 7.30534 -3.89238 -0.73322 -0.800 0.723 -0.263
C 5.82753 -2.93460 -1.22217 -0.547 -0.265 -0.762
C 4.83625 -2.82316 -0.10206 1.024 -0.905 1.912
Cl 5.46156 -1.76694 1.19451 0.005 1.094 0.280
H 5.32115 -3.50025 -2.00429 0.276 -0.089 -0.154
H 6.09973 -1.96925 -1.64891 0.311 -0.152 0.218
H 4.94254 -3.73017 0.49302 -0.724 -0.552 -0.663
H 3.78185 -2.59771 -0.26181 0.340 0.184 -0.647
Cl -2.38316 2.77659 1.42991 -0.926 -0.703 -0.048
C -1.24264 4.09412 1.33369 -0.198 1.113 0.200
C -0.54160 4.26758 2.70493 -0.241 -0.433 -1.920
Cl -1.70201 4.53789 4.03629 0.380 -0.124 -0.269
H -1.78374 4.99514 1.04480 -0.167 -0.009 0.166
H -0.62009 3.83659 0.47683 0.695 0.163 0.569
H 0.11036 5.13734 2.62396 0.130 -0.256 0.337
H -0.02110 3.31230 2.77297 0.345 0.304 0.936
C 3.56832 5.02240 -3.41666 0.331 -0.303 -0.184
C 2.71331 6.16708 -3.89090 1.340 1.484 0.440
C 3.39506 7.14229 -4.78701 1.565 0.733 -0.581
O 1.69506 5.70153 -4.67381 -2.259 -1.158 -0.335
H 4.51552 5.28499 -2.94554 -0.098 0.313 0.139
H 3.81593 4.47362 -4.32531 0.045 -0.327 0.081
H 2.99914 4.38720 -2.73794 0.037 -0.107 -0.048
H 2.27794 6.72997 -3.06524 0.133 0.059 0.509
H 4.28664 7.58813 -4.34607 -0.077 0.199 0.291
H 2.73830 7.93305 -5.14960 -0.138 -0.035 0.282
H 3.78308 6.65670 -5.68241 -0.163 -0.349 -0.094
H 1.11032 5.32738 -4.01073 -0.707 -0.628 -0.497
C 1.47992 -1.59209 4.37943 -1.297 0.412 0.364
C 0.85602 -1.95773 5.76208 -1.548 -0.193 -2.017
C -0.24525 -3.08752 5.64491 1.106 -0.067 0.059
O 1.88522 -2.22670 6.63639 0.559 -0.111 1.452
H 1.66924 -2.47287 3.76586 0.758 -0.112 0.245
H 2.29619 -0.89290 4.56095 0.459 -0.544 -0.185
H 0.79344 -1.01403 3.76080 -0.399 0.037 0.110
H 0.30832 -1.07052 6.07984 0.439 0.102 0.523
H -1.28111 -2.75280 5.70013 0.183 0.260 -0.418
H -0.17481 -3.84760 6.42300 0.353 0.211 0.341
H -0.03453 -3.63908 4.72868 -0.450 -0.038 -0.246
H 2.41424 -2.96825 6.33333 -0.058 -0.099 -0.171
C -5.50248 -3.13163 6.04454 -1.213 -1.793 0.952
C -4.93633 -4.04853 4.97741 -0.755 1.142 -0.316
C -4.74678 -3.24674 3.78951 0.364 1.607 -2.786
O -3.71487 -4.59965 5.28103 1.356 -0.932 0.768
H -4.98081 -2.24927 6.41522 0.412 -0.206 -0.510
H -5.64249 -3.84582 6.85597 -0.115 0.465 0.821
H -6.51821 -2.88294 5.73706 0.008 0.351 0.042
H -5.64418 -4.82562 4.68901 -0.431 -0.210 0.569
H -4.53134 -3.81024 2.88168 0.122 -0.216 0.040
H -3.93548 -2.52875 3.90937 0.243 0.015 0.174
H -5.62813 -2.64936 3.55613 -0.191 -0.067 0.049
H -3.86085 -5.27565 5.94686 0.259 -0.117 0.160
C -3.96708 4.05561 -4.64087 -0.023 1.174 -0.352
C -2.50632 4.57179 -4.55046 -1.854 -0.232 -0.137
C -2.16785 5.05797 -3.14151 0.560 -0.485 -0.455
O -1.70087 3.48156 -4.90982 1.839 -0.873 0.809
H -4.52576 4.79923 -5.20920 -0.314 -0.124 -0.099
H -4.49975 3.95142 -3.69561 0.263 -0.281 0.091
H -3.94680 3.12763 -5.21230 -0.332 0.052 0.127
H -2.38813 5.32251 -5.33184 0.176 0.476 0.309
H -2.80037 5.86752 -2.77730 -0.072 -0.015 -0.330
H -1.12212 5.36073 -3.08774 0.047 0.150 0.038
H -2.28772 4.21671 -2.45887 -0.050 -0.082 0.086
H -1.82504 3.19725 -5.81831 -0.206 0.298 -0.040
C 1.82900 1.83338 -5.28838 -0.520 -0.320 -0.147
C 0.65493 1.11473 -4.60274 -0.745 -1.064 -0.301
C 0.90122 -0.39588 -4.32807 0.504 0.462 -0.039
O 0.27086 1.76944 -3.40447 0.627 0.169 1.093
H 2.16811 1.35896 -6.20926 -0.102 -0.499 0.104
H 2.67756 1.85967 -4.60474 -0.024 0.236 0.032
H 1.53261 2.82591 -5.62768 0.055 0.247 0.517
H -0.29377 1.19073 -5.13406 0.364 -0.243 -1.213
H 1.67517 -0.54591 -3.57536 0.281 0.186 -0.036
H 1.25264 -0.91052 -5.22235 0.109 0.216 -0.070
H 0.06358 -0.99040 -3.96337 -0.502 0.509 -0.025
H -0.49546 2.30544 -3.62139 -0.078 0.331 -0.029
C 3.25220 1.48696 1.89857 0.310 -0.132 1.988
C 3.04363 2.03780 0.52290 -0.166 -1.057 -0.937
C 3.04889 0.89061 -0.47355 0.073 -0.950 -0.502
O 1.77586 2.66211 0.40853 -0.525 -0.467 0.898
H 4.28154 1.24483 2.16304 0.317 0.356 -0.456
H 2.77587 0.54685 2.17679 -0.550 -0.297 -0.910
H 2.89334 2.11488 2.71407 0.077 0.674 -0.207
H 3.79254 2.76831 0.21697 0.351 0.069 0.384
H 2.86762 1.21626 -1.49786 -0.062 0.158 -0.014
H 2.26534 0.17963 -0.21153 -0.349 0.237 0.032
H 3.91267 0.22618 -0.49621 0.591 0.500 0.221
H 1.83824 3.36114 -0.24651 -0.119 0.618 -0.178
O -0.48692 -5.84330 0.86002 -1.035 -2.831 -1.376
C -0.29477 -4.72790 1.23256 -0.848 0.759 2.102
N 0.95183 -4.26274 1.19396 0.482 2.063 0.640
C -1.48360 -3.93026 1.87976 1.511 -0.648 -0.486
H 1.72526 -4.89719 1.05477 -0.220 0.217 0.038
H 1.06268 -3.35779 1.62857 0.680 -0.105 -0.225
H -1.93424 -3.47461 0.99805 -0.546 0.313 0.454
H -1.20902 -3.23870 2.67628 0.283 0.435 -0.478
H -2.09885 -4.66008 2.40602 -0.188 -0.122 -0.603
O 1.54448 5.04747 -0.66711 1.147 1.783 1.613
C 1.89608 6.07413 -0.01131 -1.622 -1.685 -2.545
N 1.35565 7.25125 -0.43220 1.454 0.179 1.737
C 2.81354 6.06069 1.22393 -0.990 -0.174 -1.266
H 1.81717 8.03144 0.01321 -0.681 0.508 -0.518
H 0.75333 7.34515 -1.23749 0.302 -0.192 0.159
H 3.80552 5.73203 0.91401 -0.068 -0.050 0.117
H 2.33533 5.29649 1.83665 0.412 0.045 0.369
H 2.86073 7.03076 1.71874 -0.023 -0.170 0.039
O -0.51126 -1.67760 -0.75432 -0.716 -3.617 -1.462
C -0.51733 -0.61702 -0.22394 0.025 1.043 3.901
N -0.16698 0.46789 -0.83025 0.540 2.669 -2.224
C -0.71200 -0.42448 1.29063 0.281 0.506 -0.616
H 0.07438 0.37247 -1.80633 0.093 0.265 -0.110
H 0.17135 1.31298 -0.39269 -0.180 -0.061 0.282
H 0.30783 -0.44221 1.67499 0.123 -0.865 0.368
H -1.41487 -1.13154 1.73125 0.436 0.072 -0.012
H -0.94650 0.60441 1.56356 -0.642 -0.128 -0.283
O 2.34704 -7.37597 -3.26936 -0.710 -0.232 -0.253
C 1.30010 -7.70126 -2.69572 2.062 1.173 -0.378
N 0.88846 -7.00787 -1.61980 -1.360 -1.304 0.324
C 0.47874 -8.85042 -3.19084 0.096 -1.084 -0.700
H 1.40130 -6.26935 -1.15970 0.057 -0.333 -0.323
H 0.21953 -7.55295 -1.09491 -0.175 0.898 0.544
H -0.04693 -9.49493 -2.48631 -0.114 0.549 0.394
H 1.16002 -9.52872 -3.70451 0.224 0.127 0.045
H -0.21278 -8.56231 -3.98262 -0.153 0.392 0.232
O -4.09315 -5.24619 -2.93858 0.727 -0.755 0.626
C -2.94848 -5.13630 -2.49822 -1.048 1.450 -1.852
N -2.48066 -5.64651 -1.36839 0.279 -0.790 0.990
C -1.98767 -4.20026 -3.20559 -0.293 0.445 -0.080
H -3.03127 -6.31239 -0.84539 0.109 0.307 0.076
H -1.62544 -5.27610 -0.97915 -0.137 -0.526 0.034
H -2.52555 -3.78828 -4.05945 0.169 -0.106 -0.019
H -1.02645 -4.60548 -3.52175 -0.184 -0.248 0.183
H -1.80060 -3.37533 -2.51813 0.268 0.169 0.046
O 3.41847 -2.55414 -4.35210 -0.837 -1.085 0.222
C 2.87139 -3.67036 -4.39412 -0.288 2.449 -0.872
N 3.55428 -4.78240 -4.44819 1.076 -2.734 0.239
C 1.33047 -3.82456 -4.56254 2.446 0.188 0.547
H 4.56204 -4.84538 -4.42432 -0.117 0.604 0.078
H 3.09544 -5.66489 -4.27278 -0.137 -0.126 -0.061
H 1.19307 -3.24958 -5.47830 -0.814 0.134 0.385
H 1.03406 -3.38419 -3.61053 -1.057 0.187 -0.468
H 1.04051 -4.86801 -4.68600 -0.107 0.167 0.114
O 2.26564 3.87181 6.28847 -2.157 -1.113 1.798
C 1.31312 3.23396 6.80474 1.836 -0.420 -2.676
N 0.49637 3.67298 7.77720 0.458 0.192 0.153
C 0.89381 1.89452 6.16028 -0.569 0.690 -0.799
H -0.20406 3.04234 8.14023 0.268 0.398 0.187
H 0.82973 4.48698 8.27355 -0.464 -0.078 0.152
H 0.11563 1.29711 6.63532 0.443 -0.109 0.636
H 1.69720 1.30009 5.72518 0.251 0.071 0.733
H 0.35927 2.19161 5.25800 -0.105 0.388 -0.270